(1)
Below is a cluster of 29 separate species, C28H111FO31S2 in total at a distorted geometry, with properties calculated with ωB97M-V with the def2-TZVPD basis set.

XYZ file:
```
173
Properties=species:S:1:pos:R:3:lowdin_charge:R:1
C -5.906 -10.668 4.899 -0.110
C -5.818 -9.150 5.173 -0.260
C -4.922 -8.452 4.112 -0.223
C -3.408 -8.528 4.448 -0.200
C -2.703 -7.366 3.665 -0.199
C -2.644 -7.761 2.146 -0.207
C -3.318 -6.646 1.280 -0.215
C -3.476 -7.189 -0.161 -0.173
C -4.347 -6.316 -1.137 -0.192
C -5.016 -5.073 -0.501 -0.199
C -4.116 -3.791 -0.461 -0.204
C -3.575 -3.381 -1.856 -0.187
C -3.674 -1.844 -2.105 -0.174
C -2.288 -1.150 -2.033 -0.190
C -1.996 -0.161 -3.188 -0.195
C -0.463 0.074 -3.403 -0.166
C -0.006 1.467 -2.827 -0.163
C 1.183 1.219 -1.877 -0.117
C 1.975 2.479 -1.393 -0.338
C 1.698 3.760 -2.220 -0.063
C 2.361 3.807 -3.617 -0.310
C 3.726 4.525 -3.680 -0.015
F 2.498 2.545 -4.221 -0.052
C 3.476 2.057 -1.384 -0.130
C 4.437 3.042 -0.682 -0.154
S 3.779 3.311 0.994 0.700
O 4.566 4.293 1.740 -0.276
O 3.829 2.018 1.679 -0.289
O 2.261 3.819 0.736 -0.308
C 1.497 2.760 0.087 -0.312
C -0.017 3.115 0.176 -0.327
S -0.170 4.784 1.010 0.933
C -1.893 5.398 0.777 -0.503
C -2.367 5.888 2.184 -0.163
H -4.942 -11.118 4.648 0.056
H -6.605 -10.812 4.063 0.071
H -6.367 -11.145 5.775 0.065
H -5.451 -8.898 6.175 0.097
H -6.813 -8.689 5.077 0.097
H -5.215 -7.393 4.049 0.101
H -5.078 -8.906 3.124 0.109
H -2.989 -9.457 4.033 0.081
H -3.194 -8.427 5.519 0.105
H -1.705 -7.155 4.068 0.098
H -3.328 -6.464 3.714 0.088
H -1.609 -7.939 1.824 0.108
H -3.209 -8.688 1.983 0.090
H -4.288 -6.466 1.760 0.096
H -2.670 -5.766 1.355 0.109
H -2.462 -7.268 -0.578 0.109
H -3.926 -8.187 -0.069 0.102
H -5.154 -6.967 -1.515 0.071
H -3.710 -6.076 -1.997 0.074
H -5.470 -5.270 0.476 0.095
H -5.853 -4.797 -1.171 0.100
H -3.310 -4.005 0.241 0.069
H -4.742 -3.005 -0.021 0.093
H -2.535 -3.714 -1.891 0.073
H -4.108 -3.967 -2.615 0.102
H -4.207 -1.674 -3.049 0.102
H -4.311 -1.447 -1.301 0.095
H -2.261 -0.606 -1.082 0.084
H -1.527 -1.942 -2.078 0.101
H -2.536 0.772 -2.975 0.089
H -2.453 -0.582 -4.096 0.105
H -0.325 0.055 -4.491 0.101
H 0.041 -0.759 -2.901 0.096
H 0.235 2.087 -3.696 0.103
H -0.891 1.891 -2.341 0.080
H 0.781 0.684 -1.002 0.102
H 1.902 0.522 -2.329 0.121
H 0.636 3.985 -2.347 0.120
H 2.116 4.606 -1.661 0.096
H 1.685 4.390 -4.267 0.120
H 3.753 5.224 -2.829 0.064
H 4.548 3.819 -3.508 0.080
H 3.850 5.122 -4.584 0.083
H 3.527 1.085 -0.875 0.106
H 3.859 1.893 -2.398 0.122
H 5.429 2.612 -0.509 0.099
H 4.492 4.038 -1.130 0.088
H 1.630 1.815 0.633 0.130
H -0.541 2.429 0.841 0.065
H -0.505 3.234 -0.789 0.053
H -2.581 4.616 0.399 0.052
H -1.953 6.215 0.049 0.046
H -1.501 6.120 2.816 0.045
H -2.871 5.037 2.657 0.073
H -3.039 6.747 2.127 0.046
O 3.076 6.377 -0.552 -0.054
H 2.915 5.655 0.069 -0.007
H 3.755 6.907 -0.115 0.031
O 7.568 2.539 1.044 -0.043
H 6.899 3.211 1.231 0.035
H 7.126 1.706 1.251 0.059
O 3.434 8.648 1.100 -0.044
H 3.650 9.488 1.525 0.075
H 2.658 8.855 0.557 0.063
O 2.274 9.038 4.185 -0.042
H 2.737 8.669 3.430 0.008
H 1.530 8.439 4.312 0.044
O -2.471 -11.808 3.445 -0.058
H -2.859 -12.686 3.395 0.034
H -1.558 -11.967 3.717 0.005
O 9.801 0.553 -0.032 -0.044
H 9.130 1.219 0.155 0.016
H 9.368 -0.288 0.172 0.041
O -3.213 2.861 -1.299 -0.058
H -4.146 2.903 -1.064 0.035
H -3.160 3.342 -2.131 0.047
O 0.812 8.066 2.160 -0.061
H 1.744 8.161 1.925 -0.006
H 0.502 7.343 1.601 0.006
O -0.559 10.065 0.384 -0.062
H -0.633 10.760 1.050 0.018
H -0.673 9.246 0.880 0.003
O -0.885 0.090 1.002 -0.044
H -0.270 -0.500 0.553 0.041
H -1.378 0.507 0.286 0.020
O -6.785 -7.186 -2.985 -0.047
H -6.860 -7.415 -3.917 0.040
H -7.699 -7.096 -2.695 0.051
O -1.358 -5.073 -3.358 -0.060
H -0.477 -4.719 -3.492 0.015
H -1.550 -5.520 -4.185 0.006
O -3.726 -6.914 -4.376 -0.041
H -3.796 -7.124 -5.313 0.039
H -4.640 -6.824 -4.083 0.010
O -5.113 5.287 -0.806 -0.049
H -5.345 5.286 0.128 0.041
H -4.616 6.105 -0.924 0.031
O -2.985 -2.424 1.964 -0.051
H -3.193 -2.397 2.903 0.042
H -2.498 -1.606 1.807 0.013
O -0.289 10.574 5.207 -0.048
H 0.347 10.016 4.746 -0.007
H -0.812 10.968 4.503 0.027
O 2.867 -0.620 0.743 -0.056
H 2.720 -1.353 1.351 0.064
H 3.538 -0.078 1.185 0.034
O 4.059 -2.658 -0.794 -0.074
H 3.407 -1.970 -0.581 -0.011
H 3.605 -3.488 -0.621 0.031
O 9.550 -2.820 -0.530 -0.054
H 10.450 -2.493 -0.651 0.030
H 9.341 -3.241 -1.369 0.040
O -0.576 13.155 0.927 -0.047
H 0.012 13.487 0.243 0.044
H -1.379 13.675 0.823 0.042
O 0.644 5.784 -5.981 -0.053
H 0.527 5.259 -6.779 0.041
H 0.501 6.690 -6.272 0.038
O 4.650 7.643 5.976 -0.060
H 4.031 8.155 5.443 -0.005
H 4.661 6.775 5.562 0.031
O 0.368 -13.027 3.855 -0.048
H 1.294 -12.986 3.600 0.045
H 0.017 -13.764 3.345 0.043
O -3.179 8.404 0.006 -0.055
H -3.415 8.411 0.938 0.025
H -2.672 9.220 -0.112 0.023
O 2.416 0.476 -6.158 -0.060
H 2.375 1.174 -5.491 -0.006
H 2.216 -0.328 -5.671 0.025
O 12.151 -0.181 -1.380 -0.074
H 11.227 -0.077 -1.102 -0.020
H 12.204 0.300 -2.210 0.030
O 8.956 3.532 3.780 -0.061
H 9.854 3.853 3.661 0.032
H 8.742 3.110 2.939 -0.004
O 0.319 -5.188 -5.581 -0.043
H 1.203 -4.827 -5.706 0.048
H 0.130 -5.637 -6.411 0.048
```

Calculated values
Max |F|   3.407 eV/A
Total charge   0
M   1027.297 g mol⁻¹
Frontier orbital gap   8.73 eV



(2)
Below is a structure of composition C35H44BaCl5N3PSSe2Te2, with properties calculated with ωB97M-V with the def2-TZVPD basis set.

XYZ file:
```
94
Properties=species:S:1:pos:R:3:lowdin_charge:R:1
Ba 0.020 -0.058 0.069 1.198
C 1.097 1.714 7.140 -0.042
C 2.023 1.944 5.937 -0.538
C 3.265 2.727 6.383 -0.039
C 2.485 0.581 5.421 -0.037
C 1.272 2.747 4.874 -0.160
C 0.806 4.039 5.191 -0.039
C 0.130 4.824 4.280 -0.077
C -0.105 4.307 3.008 -0.479
S -0.924 4.999 1.649 1.091
C -0.638 3.521 0.734 -0.519
N 0.016 2.614 1.393 0.018
C 0.331 3.027 2.675 -0.362
C 1.027 2.254 3.607 -0.008
C -1.173 3.356 -0.632 -0.311
C -1.751 4.460 -1.271 -0.096
C -2.332 4.307 -2.516 -0.113
C -2.350 3.044 -3.101 -0.105
C -1.758 1.967 -2.452 -0.179
C -1.117 2.068 -1.203 -0.270
H 1.613 1.123 7.902 0.084
H 0.199 1.171 6.836 0.080
H 0.786 2.655 7.597 0.076
H 3.801 2.168 7.155 0.087
H 3.003 3.703 6.794 0.076
H 3.943 2.884 5.543 0.051
H 3.070 0.080 6.195 0.096
H 3.116 0.675 4.537 0.058
H 1.643 -0.067 5.175 0.074
H 0.987 4.441 6.180 0.104
H -0.208 5.816 4.550 0.104
H 1.388 1.283 3.295 0.090
H -1.755 5.441 -0.803 0.071
H -2.784 5.156 -3.016 0.090
H -2.835 2.904 -4.061 0.093
H -1.812 0.995 -2.941 0.063
Se -2.534 -2.326 -0.576 -0.521
Te -1.683 -2.608 -2.920 0.010
Te 0.827 -3.080 -1.952 0.000
Se 2.332 -2.837 -3.954 -0.302
C 4.128 0.253 -2.969 -0.080
C 3.121 -0.025 -1.843 -0.212
N 1.917 0.800 -2.007 -0.230
C 1.301 0.573 -3.317 -0.183
C 2.288 0.935 -4.441 -0.069
N 3.570 1.380 -3.791 -0.093
C 3.339 2.583 -2.924 -0.053
C 2.263 2.210 -1.876 -0.144
H 4.208 -0.616 -3.625 0.072
H 5.109 0.566 -2.611 0.131
H 3.534 0.192 -0.862 0.082
H 2.839 -1.075 -1.896 -0.025
H 0.404 1.183 -3.382 0.097
H 1.037 -0.481 -3.412 0.001
H 1.948 1.759 -5.070 0.130
H 2.521 0.055 -5.043 0.095
H 4.237 1.616 -4.518 0.179
H 3.031 3.400 -3.576 0.128
H 4.297 2.831 -2.466 0.129
H 1.358 2.800 -2.022 0.119
H 2.634 2.392 -0.870 0.062
C -4.148 -1.959 4.501 -0.155
C -3.649 -1.617 3.101 -0.425
P -1.834 -1.374 2.895 0.865
C -1.454 -0.225 4.294 -0.430
C -2.195 1.103 4.148 -0.149
C -1.159 -2.960 3.546 -0.423
C 0.320 -3.109 3.204 -0.179
H -5.226 -2.131 4.492 0.067
H -3.951 -1.152 5.208 0.055
H -3.675 -2.863 4.886 0.060
H -4.135 -0.714 2.724 0.073
H -3.913 -2.406 2.390 0.056
H -0.378 -0.051 4.266 0.035
H -1.676 -0.691 5.259 0.074
H -2.063 1.521 3.147 0.062
H -1.828 1.845 4.860 0.067
H -3.267 0.976 4.312 0.061
H -1.732 -3.764 3.077 0.083
H -1.321 -3.023 4.626 0.070
H 0.457 -3.149 2.123 0.032
H 0.742 -4.023 3.625 0.073
H 0.913 -2.272 3.584 0.053
Cl 2.917 -2.113 1.024 0.606
C 3.559 -0.676 1.834 -0.700
C 3.071 0.563 1.450 -0.217
C 3.789 1.623 1.974 -0.698
Cl 3.363 3.274 1.488 0.665
C 4.869 1.501 2.848 -0.728
Cl 5.752 2.878 3.419 0.652
C 5.236 0.229 3.282 -0.742
Cl 6.496 0.032 4.445 0.653
C 4.571 -0.882 2.768 -0.726
Cl 5.018 -2.468 3.294 0.654
```

Calculated values
Max |F|   0.616 eV/A
ΔE to the lowest compared entry with this formula, charge and spin   0.470 eV
Total charge   -1
M   1297.512 g mol⁻¹
Frontier orbital gap   4.79 eV